Record 1
Here is a structure of composition C21H37AsF6HgN6OS2SbSe from the Open Molecules 2025 dataset. Energies are from ωB97M-V/def2-TZVPD.

highest occupied orbital energy = -11.3 eV
energy = -7652.5877 Ha
energy above the lowest of the compared OMol25 structures with the same formula, charge and spin = 14.55 kcal per mole
total charge = +1

Geometry as XYZ:
```
77
C21H37AsF6HgN6OS2SbSe ωB97M-V/def2-TZVPD
Hg -0.28 0.29 -0.07
F 0.84 2.10 1.36
Sb -0.22 3.68 1.12
F -1.12 3.22 2.69
F -1.43 2.56 0.16
F -1.25 5.19 0.75
F 0.68 3.87 -0.53
F 1.12 4.67 1.96
C -3.86 0.55 3.39
S -2.89 -0.78 2.75
O -1.99 -0.12 1.74
C -4.10 -1.69 1.85
C -4.13 -3.06 2.07
C -5.01 -3.84 1.34
C -5.83 -3.26 0.39
C -5.78 -1.88 0.16
C -4.91 -1.09 0.89
H -4.18 1.18 2.56
H -3.21 1.12 4.06
H -4.71 0.14 3.94
H -3.48 -3.50 2.82
H -5.05 -4.91 1.51
H -6.52 -3.87 -0.19
H -6.42 -1.43 -0.59
H -4.86 -0.02 0.69
C -2.02 2.38 -3.16
N -1.38 1.19 -3.75
C -0.64 1.19 -4.92
C -0.17 -0.06 -5.08
N -0.63 -0.80 -4.01
C -0.26 -2.20 -3.76
C -1.36 -0.03 -3.19
Se -2.18 -0.55 -1.58
H -2.20 3.09 -3.96
H -1.36 2.82 -2.41
H -2.95 2.10 -2.70
H -0.53 2.07 -5.52
H 0.43 -0.48 -5.87
H -0.05 -2.68 -4.71
H -1.09 -2.70 -3.26
H 0.62 -2.24 -3.12
C 2.76 3.75 -2.81
As 3.07 2.24 -1.68
C 3.67 2.90 0.01
C 4.65 1.42 -2.41
S 1.53 0.78 -1.95
H 3.65 4.38 -2.79
H 1.90 4.30 -2.46
H 2.60 3.37 -3.82
H 4.62 3.39 -0.21
H 3.84 2.07 0.70
H 2.96 3.60 0.43
H 5.45 2.16 -2.47
H 4.42 1.04 -3.40
H 4.96 0.60 -1.77
C 0.89 -2.30 1.09
N 1.73 -3.17 1.90
C 1.45 -2.88 3.31
N 1.73 -1.48 3.66
C 0.89 -0.63 2.83
N 1.14 -0.86 1.37
C 2.58 -0.59 1.13
N 3.44 -1.44 1.93
C 3.13 -2.84 1.62
C 3.14 -1.20 3.35
H -0.16 -2.50 1.28
H 1.09 -2.47 0.03
H 2.08 -3.53 3.93
H 0.41 -3.10 3.53
H 1.10 0.42 3.04
H -0.15 -0.82 3.03
H 2.76 0.46 1.38
H 2.78 -0.74 0.07
H 3.77 -3.49 2.22
H 3.34 -3.03 0.57
H 3.36 -0.16 3.59
H 3.77 -1.85 3.96
```



Record 2
Here is a cluster of 5 separate species, C10H20Br10 in total at a distorted geometry from the Open Molecules 2025 dataset. Energies are from ωB97M-V/def2-TZVPD.

highest occupied orbital energy = -10.2 eV
energy = -26133.1528 Ha
energy above the lowest of the compared OMol25 structures with the same formula, charge and spin = 23.01 kcal per mole
SMILES = BrCCBr.BrCCBr.BrCCBr.BrCCBr.BrCCBr

Geometry as XYZ:
```
40
C10H20Br10 ωB97M-V/def2-TZVPD
Br -3.29 0.66 1.94
C -4.76 0.94 3.27
C -4.29 1.77 4.48
Br -5.88 1.73 5.64
H -5.10 -0.05 3.57
H -5.57 1.40 2.70
H -4.05 2.78 4.15
H -3.44 1.29 4.95
Br 4.21 -1.98 -5.82
C 2.59 -0.97 -5.35
C 1.51 -1.30 -6.35
Br 0.05 0.00 -6.10
H 2.83 0.09 -5.28
H 2.24 -1.36 -4.38
H 1.14 -2.32 -6.23
H 1.95 -1.17 -7.34
Br 2.67 -5.40 -1.04
C 4.07 -4.65 0.12
C 3.25 -3.83 1.04
Br 4.35 -2.91 2.37
H 4.80 -4.15 -0.52
H 4.70 -5.44 0.52
H 2.75 -4.56 1.68
H 2.54 -3.14 0.58
Br -3.72 4.60 1.84
C -1.93 3.89 1.31
C -1.06 3.66 2.61
Br 0.71 3.09 2.19
H -1.56 4.70 0.69
H -2.03 2.96 0.76
H -1.59 2.98 3.28
H -0.91 4.61 3.13
Br 2.21 -0.22 -1.77
C 0.92 0.80 -0.64
C -0.33 0.01 -0.38
Br -0.10 -1.88 0.22
H 0.65 1.74 -1.14
H 1.42 1.07 0.29
H -0.96 -0.01 -1.27
H -1.00 0.57 0.27
```



Record 3
Here is an isolated molecule of C20H38FNO5S from the Open Molecules 2025 dataset. Energies are from ωB97M-V/def2-TZVPD.

highest occupied orbital energy = -9.2 eV
energy = -1713.8365 Ha

Geometry as XYZ:
```
66
C20H38FNO5S ωB97M-V/def2-TZVPD
C -4.68 -3.70 -0.40
C -3.61 -2.63 -0.58
C -4.05 -1.24 -0.08
C -4.22 -0.17 -1.17
C -2.98 0.72 -1.36
C -1.95 0.10 -2.31
C -0.51 0.65 -2.26
C 0.32 0.45 -0.96
C -0.02 1.68 -0.05
C -0.17 1.62 1.48
C 1.11 1.63 2.31
C 0.84 1.36 3.80
C 0.60 -0.10 4.16
C 1.88 -0.94 4.09
C -0.11 -0.85 -0.24
O 0.69 -1.06 0.88
O -0.14 -2.05 -1.04
S 1.16 -2.71 -1.74
O 2.25 -2.72 -0.77
O 1.47 -1.54 -2.83
C 2.23 -0.39 -2.54
F 3.56 -0.76 -2.44
C 1.86 0.40 -1.28
N 2.48 1.73 -1.33
C 3.21 2.20 -2.52
C 3.23 2.09 -0.16
C 4.25 1.11 0.37
O 3.13 3.20 0.29
H -5.61 -3.42 -0.92
H -4.89 -3.85 0.65
H -4.35 -4.66 -0.81
H -3.32 -2.59 -1.64
H -2.71 -2.96 -0.04
H -5.01 -1.36 0.43
H -3.34 -0.88 0.68
H -5.06 0.47 -0.90
H -4.45 -0.65 -2.12
H -2.56 0.94 -0.38
H -3.31 1.68 -1.78
H -2.30 0.30 -3.32
H -1.96 -0.98 -2.21
H -0.56 1.72 -2.46
H 0.00 0.22 -3.12
H -0.97 2.07 -0.42
H 0.69 2.48 -0.28
H -0.80 0.78 1.79
H -0.72 2.52 1.76
H 1.82 0.89 1.94
H 1.58 2.61 2.23
H 1.65 1.75 4.41
H -0.06 1.94 4.07
H 0.23 -0.14 5.19
H -0.18 -0.54 3.54
H 2.53 -0.69 4.92
H 2.42 -0.75 3.16
H 1.66 -2.01 4.15
H -1.16 -0.73 0.05
H 0.76 -2.01 1.03
H 2.13 0.21 -3.44
H 2.31 -0.17 -0.47
H 4.14 1.66 -2.72
H 2.58 2.17 -3.40
H 3.45 3.25 -2.35
H 5.09 1.10 -0.32
H 4.60 1.48 1.33
H 3.88 0.09 0.46
```



Record 4
Here is a cluster of 3 separate species, CH6N2O4 in total at a distorted geometry from the Open Molecules 2025 dataset. Energies are from ωB97M-V/def2-TZVPD.

highest occupied orbital energy = -8.8 eV
energy = -451.9175 Ha
energy above the lowest of the compared OMol25 structures with the same formula, charge and spin = 2.18 kcal per mole

Geometry as XYZ:
```
13
CH6N2O4 ωB97M-V/def2-TZVPD
C 0.27 0.93 0.52
N 1.25 1.84 0.28
O -0.87 1.13 -0.07
H -1.32 0.13 -0.27
H 2.13 1.79 0.76
H 1.21 2.35 -0.59
H 0.27 0.53 1.56
H 0.60 -0.50 0.11
O -1.43 -1.22 -0.45
O -1.15 -1.34 -1.85
N 0.28 -1.66 0.42
O 0.12 -1.72 1.59
H -1.34 -2.27 -2.00
```